Computed, not measured: a structure of composition C12H32CuO10P2 at a distorted geometry, with the ωB97M-V functional and the def2-TZVPD basis.

```
57
Properties=species:S:1:pos:R:3:forces:R:3
Cu 0.4273 2.4557 14.4608 1.5 0.1 1.6
O 0.1945 2.3526 16.6652 -0.5 0.0 -0.2
H 0.0890 1.7394 17.4185 0.0 0.3 -1.0
O 2.6187 3.1421 14.3749 -0.9 -0.5 -0.9
H 3.0050 2.5287 13.7199 -0.2 0.3 0.4
C -0.6185 7.0121 10.0291 -0.5 0.2 0.4
C -1.2894 6.7155 11.3931 1.0 1.5 -0.7
O -1.9609 5.5072 11.2249 -1.0 -3.1 2.3
P -2.2674 4.6550 12.6217 0.1 -0.4 0.0
O -1.2362 3.6595 13.0422 -1.8 1.6 -0.7
O -2.6459 5.8319 13.6916 0.0 -1.5 -2.1
C -2.9318 5.4304 15.0266 1.7 0.8 2.7
C -1.7247 5.9044 15.8731 -0.8 0.9 -0.1
O -3.7224 3.9436 12.3257 1.5 0.1 -0.3
C -4.6520 4.6508 11.5340 -1.7 2.1 -0.5
C -4.8963 4.1091 10.1418 1.2 -0.9 0.1
H -1.4247 7.0845 9.2991 0.1 0.1 -0.2
H -0.0187 7.9221 10.0110 -0.3 0.2 0.2
H 0.0627 6.2330 9.6869 -0.2 -0.3 0.4
H -0.5676 6.7243 12.2098 0.2 -0.4 0.0
H -2.0904 7.3905 11.6947 0.4 0.8 -0.3
H -3.7386 6.0323 15.4448 -0.5 -0.1 -0.7
H -3.1040 4.3864 15.2882 -0.1 -0.3 -1.1
H -1.9606 5.8342 16.9349 0.3 -0.8 0.1
H -0.7454 5.5239 15.5828 -0.2 -0.4 0.2
H -1.7355 6.9892 15.7663 0.4 0.3 -0.4
H -5.6409 4.7336 11.9851 0.1 -0.6 0.9
H -4.3787 5.7049 11.4863 0.4 0.1 -0.2
H -5.2167 3.0772 10.2853 0.2 -0.2 -0.4
H -5.6336 4.5910 9.4997 -0.1 0.4 0.6
H -3.9439 4.1527 9.6134 0.0 -0.4 -0.2
C 1.6965 -3.3125 11.8885 0.8 -0.8 -0.3
C 1.5745 -1.8297 11.7021 0.6 -0.3 0.5
O 0.1801 -1.5791 11.8348 -1.5 1.8 0.1
P -0.3549 -0.1100 12.3177 1.1 0.7 1.6
O 0.6401 0.4843 13.2780 -1.6 -0.7 -1.6
O -1.8346 -0.3846 12.9114 1.3 0.1 -1.1
C -2.8585 0.6325 12.9806 -1.5 -0.1 0.3
C -3.9582 0.3993 11.9659 0.5 0.3 -1.5
O -0.6013 0.7775 10.9859 0.5 -0.3 1.1
C 0.6320 1.3144 10.3994 -0.3 0.6 -1.4
C 0.9747 2.7907 10.7024 0.3 -1.0 1.3
H 1.2203 -3.8263 11.0534 -0.1 -0.1 0.1
H 2.7422 -3.6194 11.9095 0.2 0.1 -0.3
H 1.3066 -3.7137 12.8240 -0.4 0.5 0.0
H 2.2233 -1.2909 12.3926 -0.6 0.2 0.6
H 1.9699 -1.5038 10.7400 -0.4 -0.2 -0.5
H -3.3831 0.5449 13.9321 0.8 -0.1 0.5
H -2.5213 1.6645 12.8845 0.6 -0.3 0.0
H -3.5053 0.5458 10.9853 0.0 -0.2 -0.3
H -4.4586 -0.5685 11.9327 0.2 -0.1 0.5
H -4.7182 1.1794 12.0096 0.0 0.1 0.4
H 1.4725 0.6558 10.6181 0.0 0.2 0.3
H 0.4518 1.2054 9.3299 -0.1 -0.1 -0.1
H 1.5125 2.7579 11.6499 -0.2 0.4 0.4
H 1.7105 3.2167 10.0203 -0.2 -0.3 -0.5
H 0.1299 3.4659 10.8387 -0.1 -0.3 -0.3
```
Positions in Å, forces in eV/Å.

## Properties
F_max: 4.0 eV/Å
Net charge: -1
Relative energy (zero: lowest compared OMol25 entry of this formula, charge and spin): 225.98 kJ/mol
DFT total energy: -3552.12352 hartree
Lowest unoccupied orbital energy: 0.0881 Ha

Löwdin atomic charge list, values in e, 6 entries: 0.269 -0.522 -0.151 -0.520 -0.156 -0.052